A cluster of 14 separate species, C49H133N7O14 in total at a distorted geometry. Source: the OMol25 dataset; level of theory: ωB97M-V/def2-TZVPD.

total energy = -3383.09741 a.u.
HOMO-LUMO gap = 9.280 eV
largest force on an atom = 4.1 eV/Å
multiplicity = 1
relative energy (zero: lowest compared OMol25 entry of this formula, charge and spin) = 102.7 kcal per mole
HOMO level = -8.764 eV

Last column: Löwdin charge in e.
Geometry (Å):
1 C -3.30620 1.83778 4.68339  -0.0307
2 C -3.43463 1.28312 3.21961  -0.4908
3 C -2.08734 0.66977 2.89070  -0.0546
4 O -4.41098 0.31663 3.13482  -0.0480
5 H -2.31648 2.28482 4.92223  0.0718
6 H -3.40968 0.99332 5.35110  0.0711
7 H -4.10843 2.49141 4.90960  0.0554
8 H -3.59094 2.09505 2.51008  0.1184
9 H -2.00665 0.38111 1.86350  0.0382
10 H -1.94566 -0.28453 3.48098  0.0751
11 H -1.21966 1.35909 3.11743  0.0796
12 H -4.16041 -0.43276 3.70408  0.0445
13 C 1.90315 -6.84888 4.08790  -0.0420
14 C 2.54377 -6.11412 2.89512  -0.5611
15 C 2.17557 -6.48640 1.47775  -0.0421
16 O 2.21405 -4.79568 3.11226  -0.0891
17 H 2.07655 -7.93092 4.24170  0.0790
18 H 0.82831 -6.78170 3.82987  0.0776
19 H 2.10008 -6.20270 4.98589  0.0913
20 H 3.66356 -6.07756 2.94483  0.1407
21 H 2.71489 -5.69219 0.90095  0.0752
22 H 1.11923 -6.29111 1.43496  0.0699
23 H 2.44291 -7.48718 1.11756  0.0860
24 H 2.76815 -4.19904 2.53947  0.0810
25 C 3.39252 3.23718 1.66758  -0.0567
26 C 3.40454 3.93281 0.28781  -0.4408
27 C 4.03516 5.31134 0.37427  -0.0563
28 O 4.19967 3.13899 -0.66989  -0.0835
29 H 4.41577 3.39213 2.13163  0.1075
30 H 3.25676 2.14035 1.55520  0.0515
31 H 2.58348 3.50382 2.32894  0.0514
32 H 2.39612 3.99131 -0.13808  0.1125
33 H 4.91246 5.25158 1.03099  0.0781
34 H 3.41486 6.05451 0.88826  0.0754
35 H 4.29009 5.67548 -0.61685  0.0686
36 H 4.74854 2.57658 -0.08554  0.0848
37 C -4.26462 -4.39679 4.23146  -0.0541
38 C -3.76221 -3.06061 4.73980  -0.4702
39 C -2.30664 -2.77084 4.42175  -0.0462
40 O -4.64086 -2.09949 4.18102  -0.0850
41 H -4.20034 -4.69747 3.19111  0.0608
42 H -5.33628 -4.34432 4.42716  0.0892
43 H -3.74149 -5.11695 4.85047  0.0803
44 H -3.94813 -2.99472 5.81340  0.1402
45 H -1.93446 -1.88582 4.94932  0.0748
46 H -2.17681 -2.58714 3.34707  0.0725
47 H -1.67351 -3.58374 4.71130  0.0711
48 H -4.89801 -2.48312 3.33328  0.0370
49 C 3.30144 -5.04695 -2.60510  -0.0658
50 C 2.96686 -4.06736 -3.69927  -0.4971
51 C 2.50224 -4.67821 -4.97509  -0.0469
52 O 1.92189 -3.27673 -3.07917  -0.0878
53 H 2.34037 -5.34856 -2.17925  0.0676
54 H 3.88861 -4.52001 -1.82991  0.0644
55 H 3.87752 -5.96869 -2.86321  0.0929
56 H 3.86470 -3.47991 -3.86690  0.1310
57 H 1.64988 -5.32615 -4.76673  0.0796
58 H 3.28978 -5.12406 -5.56960  0.0832
59 H 2.06738 -3.81383 -5.46696  0.0750
60 H 1.86093 -2.39570 -3.49711  0.0374
61 C 2.47885 1.42125 -5.04189  -0.0365
62 C 2.61424 0.23344 -4.04864  -0.4440
63 C 2.18690 0.57713 -2.63842  -0.0532
64 O 1.75174 -0.84176 -4.46039  -0.0896
65 H 1.43214 1.76153 -4.98623  0.0708
66 H 2.69812 1.01155 -6.06403  0.0962
67 H 3.16631 2.22466 -4.70951  0.0854
68 H 3.57268 -0.30279 -4.18475  0.1458
69 H 2.73219 1.43485 -2.20960  0.0754
70 H 2.39186 -0.35574 -2.05768  0.0861
71 H 1.08962 0.73246 -2.61903  0.0955
72 H 0.95105 -0.51141 -4.84518  0.0496
73 C -0.80390 -8.88375 -1.52356  -0.0604
74 C -0.50810 -8.10218 -2.78757  -0.5186
75 C -1.58685 -7.05788 -3.02370  -0.0566
76 O 0.72682 -7.43383 -2.79122  -0.0434
77 H -1.82112 -9.33228 -1.58960  0.0881
78 H -0.70096 -8.30987 -0.64174  0.0597
79 H -0.16496 -9.79430 -1.39993  0.0851
80 H -0.62066 -8.70241 -3.72363  0.1416
81 H -1.64092 -6.83351 -4.07938  0.0724
82 H -1.15969 -6.15500 -2.57017  0.0766
83 H -2.54962 -7.28590 -2.56110  0.0804
84 H 1.43485 -7.97949 -3.10217  0.0828
85 C 4.10048 4.29228 6.42432  -0.0642
86 C 3.42711 4.40692 5.07116  -0.4809
87 C 1.91405 4.38628 5.25847  -0.2005
88 O 1.38468 4.42857 3.93071  -0.2456
89 C -0.06385 4.32121 3.86701  -0.0452
90 N 3.87247 5.60569 4.46372  0.0584
91 H 3.82993 3.27013 6.85570  0.1014
92 H 3.86868 5.17621 7.08607  0.0986
93 H 5.15554 4.20585 6.32080  0.0578
94 H 3.70274 3.56186 4.50516  0.0926
95 H 1.61588 5.21260 5.90835  0.1263
96 H 1.47048 3.56553 5.73152  0.0988
97 H -0.23796 3.36675 3.45293  0.0456
98 H -0.42197 5.07364 3.11758  0.0871
99 H -0.34399 4.54273 4.90398  0.0899
100 H 3.29953 5.85446 3.65447  0.0763
101 H 3.87418 6.41483 5.04938  0.0682
102 C -0.21079 9.41457 -0.56851  -0.0709
103 C 0.03228 7.96242 -0.79845  -0.4515
104 C 1.09864 7.59219 -1.79652  -0.1917
105 O 0.98517 6.16600 -1.98473  -0.2135
106 C 1.89056 5.63934 -2.92054  -0.1010
107 N 0.38829 7.35234 0.52527  0.0638
108 H 0.51310 9.83443 0.10638  0.0737
109 H -1.25899 9.59044 -0.18776  0.1003
110 H -0.08935 9.98753 -1.47115  0.0673
111 H -0.81949 7.46842 -1.26655  0.1144
112 H 2.10019 7.85129 -1.34569  0.1426
113 H 0.94004 8.02933 -2.79880  0.1317
114 H 2.80400 6.05874 -2.64147  0.0618
115 H 1.62564 5.78397 -3.95583  0.0868
116 H 1.93925 4.58933 -2.77591  0.0704
117 H -0.11819 7.79329 1.25983  0.0471
118 H 0.06918 6.37953 0.54609  0.0240
119 C -3.69577 -3.95330 0.10909  -0.0201
120 C -4.42686 -2.62209 0.45847  -0.4331
121 C -4.76339 -1.93468 -0.82637  -0.2460
122 O -5.32830 -2.83262 -1.73004  -0.1954
123 C -5.51606 -2.26586 -3.01320  -0.0852
124 N -5.51176 -2.80914 1.38864  0.0570
125 H -4.46109 -4.48477 -0.46706  0.0833
126 H -3.37257 -4.42558 1.02641  0.0658
127 H -2.87082 -3.60618 -0.51559  0.0614
128 H -3.66324 -1.94176 0.94083  0.1341
129 H -3.87194 -1.49352 -1.26939  0.1039
130 H -5.42088 -1.06965 -0.69875  0.1290
131 H -6.33327 -1.48464 -3.05684  0.1099
132 H -5.82826 -3.15249 -3.57585  0.0931
133 H -4.56802 -1.94782 -3.42801  0.0616
134 H -6.16355 -3.48499 0.96762  0.1027
135 H -6.07117 -1.95936 1.35004  0.0926
136 C -1.65307 2.43491 -6.47394  -0.0571
137 C -1.06307 1.18169 -7.14656  -0.4394
138 C -1.67285 -0.12210 -6.65211  -0.1746
139 O -1.10213 -0.47547 -5.37623  -0.2163
140 C -1.92772 -1.38231 -4.65382  -0.0964
141 N -1.04102 1.19544 -8.59742  0.0398
142 H -1.35284 3.36406 -7.01163  0.0820
143 H -1.53308 2.52316 -5.43498  0.0460
144 H -2.78231 2.47176 -6.55859  0.0909
145 H -0.08112 1.28085 -6.82263  0.0901
146 H -1.39889 -0.96709 -7.36819  0.1466
147 H -2.75065 -0.16599 -6.59178  0.1066
148 H -2.97321 -1.23736 -4.97621  0.0741
149 H -1.80264 -1.20672 -3.58670  0.0515
150 H -1.57283 -2.41401 -4.76017  0.0955
151 H -1.96067 1.06214 -8.99590  0.0705
152 H -0.86036 2.16797 -8.86380  0.0738
153 C 2.94733 0.62513 4.36709  -0.0850
154 C 2.73148 -0.77515 3.88273  -0.4695
155 C 3.38107 -0.94546 2.46934  -0.2048
156 O 3.27805 -2.24575 1.93166  -0.2011
157 C 3.79817 -2.46420 0.60588  -0.0669
158 N 3.24148 -1.71609 4.84883  0.0300
159 H 2.58962 0.75651 5.39351  0.0806
160 H 2.45057 1.35016 3.65928  0.0713
161 H 4.06302 0.93084 4.23197  0.1125
162 H 1.63717 -0.95183 3.74029  0.1479
163 H 4.43746 -0.68954 2.62201  0.1218
164 H 3.02881 -0.14112 1.81824  0.0978
165 H 3.21035 -1.93060 -0.13914  0.0677
166 H 3.65916 -3.52710 0.32679  0.0744
167 H 4.81741 -2.28057 0.43970  0.0718
168 H 4.27459 -1.75554 4.78045  0.0886
169 H 2.82860 -2.69490 4.75198  0.0972
170 C -3.18160 5.83460 -0.00128  -0.0618
171 C -2.63929 4.48966 0.48235  -0.4283
172 C -3.13135 3.39342 -0.43335  -0.1882
173 O -2.47706 2.18370 -0.00743  -0.2038
174 C -2.82667 1.11625 -0.82253  -0.1210
175 N -1.17552 4.59457 0.48103  0.0561
176 H -2.77671 6.14571 -0.99506  0.0883
177 H -2.98902 6.55010 0.77234  0.0708
178 H -4.22443 5.76935 -0.20355  0.0619
179 H -3.06067 4.29218 1.49908  0.1476
180 H -2.75905 3.65911 -1.43694  0.1341
181 H -4.23740 3.28800 -0.47353  0.1386
182 H -2.32269 1.13357 -1.79367  0.1009
183 H -3.87404 1.23922 -0.94102  0.0729
184 H -2.63012 0.16523 -0.36470  0.0478
185 H -0.86186 4.71755 -0.48697  0.0771
186 H -0.89470 3.63059 0.71314  0.0602
187 C -0.19312 -3.13959 0.36260  -0.0414
188 C -0.61152 -1.80231 -0.29380  -0.3864
189 C 0.30321 -0.68881 0.13701  -0.1585
190 O -0.05488 0.59542 -0.52649  -0.2104
191 C 0.94751 1.53818 -0.07818  -0.1140
192 N -0.45852 -2.07569 -1.74687  0.0846
193 H 0.83595 -3.35150 0.07963  0.0735
194 H -0.81076 -3.90482 -0.13547  0.0656
195 H -0.31686 -3.20814 1.44113  0.0764
196 H -1.65102 -1.56279 0.05412  0.1033
197 H 1.39042 -0.83870 0.05304  0.0980
198 H 0.10419 -0.48606 1.24389  0.1316
199 H 0.58265 2.53277 -0.37759  0.0893
200 H 1.94953 1.37872 -0.30630  0.0329
201 H 0.83341 1.55009 1.00057  0.0804
202 H -0.21838 -2.99701 -1.94492  0.0239
203 H 0.19202 -1.44961 -2.24705  0.0635

A structure of composition C40H100BaN6O14Zn at a distorted geometry. Source: the OMol25 dataset; level of theory: ωB97M-V/def2-TZVPD.

total energy = -4769.62454 a.u.
HOMO-LUMO gap = 2.500 eV
largest force on an atom = 7.2 eV/Å
multiplicity = 1
net charge = +2
HOMO level = -11.156 eV

Last column: Löwdin charge in e.
Geometry (Å):
1 Ba -2.66405 -2.79554 2.13124  1.9142
2 Zn -2.87095 1.20294 2.32139  1.1054
3 C -3.35590 -3.46452 -2.96139  -0.0958
4 C -3.59340 -3.23439 -1.53315  -0.5062
5 O -2.92665 -3.91869 -0.46059  -0.4789
6 H -2.36928 -3.05430 -3.17682  0.0385
7 H -3.99932 -2.86247 -3.60297  0.0849
8 H -3.28882 -4.52632 -3.19845  0.0983
9 H -4.66660 -3.10073 -1.39724  0.0732
10 H -3.47763 -2.17626 -1.29849  0.0574
11 C 0.75325 -0.55712 1.09026  -0.0585
12 C -0.61443 -0.53600 0.40774  -0.4706
13 O -1.63825 -0.26222 1.21482  -0.4673
14 H 1.57201 -0.63093 0.37452  0.0761
15 H 0.87302 -1.55550 1.51097  0.0556
16 H 0.81846 0.16223 1.90658  0.0582
17 H -0.86856 -1.40920 -0.19312  0.1010
18 H -0.53605 0.29744 -0.29035  0.0864
19 C -8.11041 0.47633 1.07199  -0.0551
20 O -7.21814 1.49530 0.73448  -0.1793
21 C -6.29326 1.24217 -0.26906  -0.2272
22 C -4.83663 0.97815 0.12419  -0.1478
23 N -4.57348 1.96485 1.21658  -0.0826
24 C -4.22422 3.31036 0.77668  -0.1520
25 C -2.89157 3.26612 -0.04886  -0.1572
26 O -1.93805 2.77802 0.86372  -0.2721
27 C -0.65095 3.28123 0.75195  -0.0760
28 H -8.37402 0.78083 2.08485  0.1068
29 H -7.61634 -0.49430 1.02857  0.0834
30 H -8.98110 0.47916 0.41626  0.1088
31 H -6.23214 2.08275 -0.96029  0.1383
32 H -6.60576 0.43762 -0.93474  0.1447
33 H -4.19791 0.98132 -0.75906  0.1326
34 H -4.87606 -0.01372 0.57446  0.1030
35 H -5.57305 2.07603 1.30927  0.0906
36 H -4.07454 4.05141 1.56188  0.1361
37 H -4.95062 3.87999 0.19707  0.1430
38 H -2.73801 4.28792 -0.39591  0.1377
39 H -2.90974 2.57496 -0.89151  0.1241
40 H -0.19885 2.93435 -0.17724  0.1018
41 H -0.11423 2.95137 1.64146  0.0980
42 H -0.48123 4.34949 0.61734  0.1067
43 C 0.41199 -1.11076 -6.05728  -0.0857
44 O 0.45538 -2.04536 -4.94332  -0.2170
45 C -0.25273 -3.21546 -5.36701  -0.2443
46 C 0.07144 -4.34795 -4.43048  -0.1769
47 N -0.03419 -4.16529 -2.95125  -0.0110
48 C 0.92681 -3.18178 -2.40667  -0.1770
49 C 1.13982 -3.44511 -0.85369  -0.1918
50 O 1.34865 -4.85734 -0.79864  -0.2121
51 C 2.70428 -5.33588 -0.75561  -0.0919
52 H 0.84037 -0.17194 -5.70626  0.0723
53 H -0.63532 -0.93015 -6.29937  0.0822
54 H 1.08621 -1.44550 -6.84562  0.0969
55 H 0.01926 -3.60566 -6.34776  0.1222
56 H -1.31921 -3.02883 -5.49303  0.1119
57 H 1.04172 -4.75296 -4.71793  0.1247
58 H -0.73489 -5.05589 -4.62211  0.1156
59 H -0.88132 -3.65460 -2.74711  0.0497
60 H 0.43539 -2.21232 -2.32451  0.0772
61 H 1.86914 -3.01790 -2.92943  0.1239
62 H 0.27185 -3.46912 -0.19480  0.0931
63 H 1.87603 -2.74461 -0.45949  0.1042
64 H 3.27218 -4.95316 0.09239  0.0745
65 H 3.26649 -5.15168 -1.67108  0.0855
66 H 2.73133 -6.39566 -0.50212  0.0833
67 C 2.70273 5.82082 -4.44000  -0.1241
68 O 1.38325 5.33007 -4.53756  -0.2093
69 C 0.36199 5.52223 -3.45407  -0.1601
70 C -0.93469 4.75116 -3.65321  -0.1989
71 N -1.79904 5.10443 -4.82898  -0.0476
72 C -2.92987 4.18385 -5.13586  -0.1810
73 C -2.55355 2.69269 -5.28839  -0.2317
74 O -2.28017 2.17525 -4.00739  -0.2300
75 C -2.13753 0.71470 -3.83269  -0.0410
76 H 2.75504 6.77691 -3.91919  0.0801
77 H 3.20385 6.10004 -5.36683  0.0861
78 H 3.27847 5.05166 -3.92521  0.0800
79 H 0.07336 6.57283 -3.42173  0.1143
80 H 0.86456 5.25582 -2.52425  0.1079
81 H -1.47748 4.85857 -2.71410  0.0933
82 H -0.68213 3.70348 -3.81652  0.0995
83 H -1.79139 6.07129 -5.12093  0.1083
84 H -3.45530 4.56166 -6.01294  0.1210
85 H -3.63031 4.16742 -4.30088  0.0967
86 H -1.80050 2.63765 -6.07452  0.1295
87 H -3.44159 2.22674 -5.71545  0.1174
88 H -1.35154 0.33850 -4.48750  0.0602
89 H -3.04065 0.13152 -4.01263  0.0856
90 H -1.67714 0.44666 -2.88174  0.0683
91 C 6.70472 1.64147 1.39383  -0.1316
92 O 6.87928 0.49483 0.66610  -0.2181
93 C 7.88347 0.52377 -0.32476  -0.1842
94 C 7.31296 -0.00183 -1.70533  -0.1738
95 N 5.94795 0.47360 -1.98949  -0.0721
96 C 5.35540 -0.13351 -3.13594  -0.2573
97 C 4.01029 0.33386 -3.50859  -0.2707
98 O 3.15923 -0.08073 -2.49147  -0.1603
99 C 1.77110 0.37239 -2.64196  -0.0521
100 H 7.72507 1.92616 1.65062  0.0907
101 H 5.98743 1.37326 2.16948  0.0765
102 H 6.35780 2.44620 0.74564  0.0872
103 H 8.68955 -0.09480 0.06983  0.1230
104 H 8.26332 1.49610 -0.63841  0.1175
105 H 7.30441 -1.09171 -1.69079  0.1089
106 H 7.85190 0.43672 -2.54515  0.1149
107 H 5.44358 0.29027 -1.13386  0.0974
108 H 5.38105 -1.22025 -3.05590  0.1222
109 H 6.06317 0.02644 -3.94933  0.1268
110 H 3.83586 0.04092 -4.54390  0.1239
111 H 4.02834 1.40342 -3.71791  0.1220
112 H 1.32813 0.28242 -1.65010  0.0487
113 H 1.19898 -0.22387 -3.35277  0.0609
114 H 1.72964 1.44718 -2.81860  0.0870
115 C 3.60480 -1.52528 6.86105  -0.1255
116 O 3.58404 -1.68927 5.45388  -0.2117
117 C 3.94093 -0.48206 4.65727  -0.1560
118 C 2.90403 0.61662 4.31843  -0.2205
119 N 3.64368 1.79967 3.82046  -0.0520
120 C 4.10440 2.78398 4.84746  -0.1504
121 C 4.72223 4.11095 4.23894  -0.2200
122 O 4.74769 5.16678 5.17983  -0.1800
123 C 3.63181 6.03087 5.00735  -0.1019
124 H 2.91205 -0.70862 7.06416  0.0758
125 H 4.53240 -1.12929 7.27440  0.0801
126 H 3.63174 -2.46413 7.41417  0.0926
127 H 4.07399 -1.00167 3.70838  0.1190
128 H 4.85357 -0.00373 5.01283  0.1186
129 H 2.41501 0.74800 5.28368  0.1015
130 H 2.19153 0.19749 3.60795  0.0762
131 H 2.86620 2.23107 3.34139  0.0875
132 H 4.89124 2.33864 5.45627  0.1172
133 H 3.25823 3.13063 5.44068  0.1014
134 H 4.46346 4.42058 3.22638  0.1172
135 H 5.75918 3.84426 4.03470  0.1142
136 H 3.57919 6.49839 4.02412  0.0874
137 H 3.63175 6.88394 5.68587  0.0901
138 H 2.80014 5.39649 5.31394  0.0770
139 C -6.16435 -3.57367 1.60134  -0.1088
140 O -5.06675 -4.21229 2.17568  -0.3614
141 C -5.37750 -5.07760 3.27919  -0.1568
142 C -4.09840 -5.39421 4.14907  -0.1625
143 N -3.58304 -4.07425 4.59942  -0.1700
144 C -2.29047 -4.29006 5.27408  -0.2162
145 C -1.63679 -2.95816 5.58897  -0.2507
146 O -1.25542 -2.43556 4.36432  -0.3958
147 C 0.02390 -1.65159 4.39672  -0.0286
148 H -6.85212 -3.32872 2.41072  0.0887
149 H -6.76617 -4.23757 0.98073  0.1141
150 H -5.87861 -2.67607 1.05295  0.0718
151 H -5.82379 -6.04017 3.02940  0.1358
152 H -6.15876 -4.57086 3.84570  0.1179
153 H -3.39372 -6.15096 3.80429  0.1321
154 H -4.27918 -5.90802 5.09323  0.1259
155 H -4.27004 -3.76914 5.27399  0.1229
156 H -1.58715 -4.88566 4.69210  0.1401
157 H -2.51336 -4.78043 6.22169  0.1363
158 H -0.99300 -3.40460 6.34682  0.1452
159 H -2.34709 -2.25292 6.02050  0.1360
160 H 0.46185 -1.54782 5.38946  0.0974
161 H 0.07476 -0.64238 3.98805  0.0578
162 H 0.78168 -2.12505 3.77246  0.0908